Computed, not measured: one molecule with the formula C4H7NO3, with ωB97M-V/def2-TZVPD.

CARTESIAN COORDINATES (ANGSTROEM)
C1 0.130 1.535 -1.597
C2 -0.423 0.530 -0.925
N1 -0.242 -0.792 -1.127
C3 0.508 -1.313 -0.199
O1 0.514 -2.639 -0.024
O2 1.601 -0.777 0.357
O3 -1.363 0.729 0.158
C4 -0.880 0.812 1.488
H1 0.816 1.334 -2.410
H2 -0.208 2.552 -1.440
H3 -0.172 -3.003 -0.608
H4 2.099 -1.491 0.784
H5 -0.929 -0.185 1.938
H6 0.119 1.252 1.564
H7 -1.570 1.454 2.042

HOMO, eV: -8.757
DFT total energy, Eh: -437.030930
ΔE to the lowest compared entry with this formula, charge and spin, kcal/mol: 70.57
Maximum force, hartree/bohr: 0.0687
SMILES: C=C(N=C(O)O)OC
HOMO-LUMO gap, hartree: 0.3366